This record from the Open Molecules 2025 dataset describes a structure of composition CH3N3O2Si. The level of theory is ωB97M-V/def2-TZVPD.

Properties
HOMO level: -0.419 hartree
Kohn-Sham gap: 10.270 eV
relative energy (zero: lowest compared OMol25 entry of this formula, charge and spin): 2.0193 eV
calculated total energy: -644.0172 Ha

Positions of all 10 atoms, in Å:
C: 2.993 -0.053 1.014
N: 4.044 0.312 1.298
N: -0.348 0.557 -0.041
N: 0.027 -1.115 2.169
O: 0.385 -2.082 2.824
O: -0.602 -0.161 2.567
Si: 0.650 -0.685 0.364
H: -0.578 0.896 0.878
H: -0.097 1.385 -0.557
H: 0.819 -1.732 -0.613